C69H53FGeN2O2P3Pd | ωB97M-V/def2-TZVPD

XYZ file:
```
132
Properties=species:S:1:pos:R:3
Pd 0.872 0.271 0.345
F 0.528 1.810 2.274
Ge 2.486 1.688 1.579
C 2.870 0.544 3.136
C 4.074 0.661 3.822
C 4.359 -0.197 4.876
C 3.449 -1.179 5.239
C 2.245 -1.298 4.564
C 1.952 -0.438 3.506
P 0.331 -0.572 2.689
C 0.068 -2.307 2.244
C 1.115 -3.226 2.170
C 0.836 -4.562 1.914
C -0.465 -4.975 1.670
C -1.509 -4.058 1.721
C -1.246 -2.731 2.007
C -0.877 -0.226 3.991
C -1.327 1.058 4.292
C -2.180 1.260 5.367
C -2.600 0.187 6.140
C -2.158 -1.093 5.839
C -1.299 -1.308 4.774
C 3.965 1.524 0.211
C 4.963 2.490 0.261
C 6.043 2.404 -0.609
C 6.111 1.365 -1.527
C 5.115 0.404 -1.576
C 4.026 0.481 -0.704
P 2.689 -0.760 -0.760
C 2.457 -1.055 -2.530
C 1.445 -0.363 -3.194
C 1.330 -0.449 -4.571
C 2.222 -1.231 -5.291
C 3.222 -1.935 -4.632
C 3.344 -1.854 -3.255
C 3.450 -2.232 -0.056
C 3.069 -3.496 -0.509
C 3.663 -4.625 0.032
C 4.598 -4.497 1.052
C 4.956 -3.239 1.523
C 4.384 -2.104 0.975
C 2.164 3.631 1.353
C 2.612 4.685 2.134
C 2.289 5.989 1.775
C 1.544 6.245 0.631
C 1.074 5.197 -0.145
C 1.367 3.887 0.234
P 0.656 2.504 -0.696
C 0.928 2.947 -2.432
C -0.079 3.514 -3.211
C 0.232 4.003 -4.473
C 1.530 3.910 -4.955
C 2.531 3.339 -4.180
C 2.235 2.856 -2.916
C -1.145 2.600 -0.508
C -1.780 3.483 0.258
C -3.232 3.498 0.336
C -3.990 2.653 -0.348
C -3.456 1.509 -1.171
C -1.850 1.394 -1.107
H 4.786 1.427 3.537
H 5.291 -0.094 5.417
H 3.675 -1.852 6.055
H 1.529 -2.054 4.863
H 2.135 -2.913 2.348
H 1.637 -5.287 1.915
H -0.671 -6.013 1.444
H -2.529 -4.383 1.554
H -2.056 -2.015 2.072
H -1.030 1.898 3.684
H -2.519 2.261 5.597
H -3.272 0.349 6.973
H -2.483 -1.935 6.436
H -0.964 -2.313 4.562
H 4.904 3.306 0.972
H 6.822 3.154 -0.569
H 6.944 1.310 -2.216
H 5.171 -0.395 -2.302
H 0.752 0.240 -2.619
H 0.549 0.093 -5.089
H 2.134 -1.303 -6.367
H 3.911 -2.552 -5.192
H 4.116 -2.415 -2.746
H 2.326 -3.595 -1.291
H 3.401 -5.605 -0.342
H 5.050 -5.382 1.482
H 5.691 -3.144 2.312
H 4.670 -1.121 1.332
H 3.204 4.502 3.022
H 2.632 6.810 2.391
H 1.330 7.263 0.337
H 0.493 5.383 -1.041
H -1.089 3.600 -2.831
H -0.539 4.470 -5.071
H 1.763 4.293 -5.940
H 3.543 3.279 -4.557
H 3.012 2.421 -2.297
H -1.231 4.258 0.777
H -3.694 4.277 0.929
H -5.071 2.738 -0.325
H -3.799 1.593 -2.204
H -1.430 1.134 -2.081
O -1.523 0.341 1.070
C -1.519 0.205 -0.143
N -4.108 0.325 -0.586
C -4.419 -0.814 -1.168
C -1.769 -1.896 -1.381
O -1.780 -2.879 -1.990
N -1.193 -1.011 -0.747
C -4.824 -0.716 -2.609
C -3.947 -0.616 -3.684
C -4.441 -0.492 -4.974
C -5.807 -0.426 -5.201
C -6.688 -0.501 -4.129
C -6.203 -0.640 -2.841
C -5.100 -1.817 -0.350
C -5.541 -2.995 -0.979
C -6.274 -3.935 -0.284
C -6.559 -3.739 1.061
C -6.089 -2.599 1.712
C -5.360 -1.654 1.024
H -4.275 0.405 0.411
H -2.874 -0.667 -3.537
H -3.753 -0.449 -5.808
H -6.184 -0.303 -6.207
H -7.755 -0.439 -4.288
H -6.894 -0.679 -2.009
H -5.291 -3.170 -2.017
H -6.633 -4.820 -0.792
H -7.145 -4.468 1.605
H -6.317 -2.437 2.757
H -5.030 -0.780 1.573
```

For the energy above the lowest of the compared OMol25 structures with the same formula, charge and spin, the calculation gives 0.908 eV. As for the total charge: +3. As for the orbital gap (alpha / beta): 5.265 / 5.657 eV. For the HOMO energy (alpha / beta), the calculation gives -0.53809 / -0.54401 hartree.